1.
Molecular formula: C39H88Br15Cl4O20P5
Method: DFT, ωB97M-V with the def2-TZVPD basis set

```
171
Properties=species:S:1:pos:R:3
C 21.16023 -21.56753 7.85871
C 22.15929 -20.39307 7.46964
O 23.51506 -20.67399 7.65821
P 24.21430 -21.55600 6.55483
O 23.67470 -21.57180 5.22090
O 24.28925 -22.87158 7.34335
C 24.71743 -24.08185 6.60749
C 23.62497 -25.01969 6.14538
O 25.78294 -21.18372 6.64521
C 26.24443 -20.06415 5.81835
C 27.46762 -19.31604 6.32179
H 21.33514 -21.83096 8.92062
H 20.09197 -21.29345 7.78455
H 21.32598 -22.41803 7.22820
H 21.94172 -20.13295 6.44496
H 21.98523 -19.54592 8.11377
H 25.25119 -23.61399 5.78935
H 25.53003 -24.48721 7.21384
H 24.03121 -25.57054 5.28506
H 23.42475 -25.71050 7.00155
H 22.72077 -24.57544 5.82109
H 26.55222 -20.56368 4.88012
H 25.39755 -19.43498 5.48551
H 27.93316 -18.69909 5.56457
H 27.28982 -18.53630 7.00240
H 28.28504 -19.96907 6.71120
C 22.58729 -8.41844 18.90676
C 22.24730 -9.62660 18.01665
O 22.14803 -9.25420 16.63274
P 21.97988 -10.35786 15.45204
O 22.34887 -9.78122 14.14329
O 22.82425 -11.62308 15.94065
C 22.62008 -12.78966 14.97323
C 22.41332 -14.02722 15.81163
O 20.41727 -10.82538 15.49697
C 19.55831 -10.50306 14.42924
C 18.83586 -11.59546 13.72131
H 21.88492 -7.63108 18.72508
H 22.51717 -8.63643 19.96138
H 23.57581 -7.95113 18.71215
H 22.88097 -10.50912 18.09262
H 21.26160 -9.98607 18.31532
H 21.82787 -12.62434 14.25259
H 23.55541 -12.91458 14.43082
H 23.25755 -14.14315 16.47468
H 21.51998 -13.96717 16.38965
H 22.25995 -14.90762 15.12671
H 18.83441 -9.78956 14.85373
H 20.11534 -9.88337 13.68130
H 18.42096 -12.39153 14.39756
H 18.02840 -11.08419 13.27161
H 19.58975 -12.08814 13.02895
C 28.87154 -19.48525 10.59560
C 28.21356 -18.31127 9.86982
O 28.43962 -17.08992 10.65147
P 27.09786 -16.35263 11.08987
O 26.08584 -17.20669 11.64891
O 27.69337 -15.21430 11.99499
C 26.72127 -14.22940 12.54550
C 26.68487 -14.23576 14.08441
O 26.45947 -15.64363 9.81606
C 27.15795 -14.62246 9.05659
C 26.37855 -14.27325 7.78839
H 29.90754 -19.35741 10.94537
H 28.31141 -19.84325 11.46510
H 28.93138 -20.30688 9.85812
H 28.68500 -18.10658 8.86499
H 27.18292 -18.53608 9.81903
H 27.16056 -13.37927 12.20945
H 25.77207 -14.43819 12.14883
H 25.83919 -13.74261 14.41766
H 26.73641 -15.25271 14.50217
H 27.50545 -13.71602 14.49172
H 27.40497 -13.72685 9.59921
H 28.13361 -15.08318 8.72130
H 25.92087 -15.26058 7.43927
H 25.46658 -13.66060 8.05823
H 27.07158 -13.90539 6.98999
C 19.46038 -16.19194 8.75982
C 18.29550 -15.27988 8.54312
O 17.09626 -16.09036 8.29114
P 15.73840 -15.53236 7.68157
O 14.62765 -16.51690 7.61899
O 15.42735 -14.32248 8.60112
C 14.49638 -13.27940 8.29235
C 14.15677 -12.42491 9.51256
O 16.11300 -14.84013 6.27530
C 16.08843 -15.61406 5.00711
C 17.47394 -15.94113 4.60037
H 20.38341 -15.60581 8.96283
H 19.43684 -16.80182 9.72123
H 19.55627 -16.87687 7.98454
H 18.14743 -14.58710 9.32354
H 18.42674 -14.64261 7.66247
H 14.82069 -12.61170 7.47220
H 13.58953 -13.81311 7.92141
H 13.68774 -12.98382 10.27876
H 15.10402 -12.01172 9.91153
H 13.61366 -11.57167 9.16744
H 15.46329 -16.52447 5.24881
H 15.62234 -15.08628 4.19836
H 17.45270 -16.57560 3.75494
H 18.05556 -15.07376 4.34911
H 18.07006 -16.47507 5.34377
C 19.62970 -15.49189 13.76754
C 20.05431 -14.94936 12.38590
O 21.25772 -14.16788 12.43676
P 22.28196 -14.10709 11.20608
O 23.57954 -13.55275 11.54882
O 21.43092 -13.28864 10.15009
C 22.03196 -12.94130 8.91507
C 21.07377 -12.12122 8.04269
O 22.26622 -15.56493 10.59473
C 23.49355 -16.27930 10.49289
C 23.38750 -17.12062 9.22678
H 18.98013 -16.34802 13.55008
H 20.53708 -15.83251 14.31504
H 19.21632 -14.71361 14.36033
H 20.16656 -15.76892 11.64391
H 19.27736 -14.27208 11.97784
H 22.89768 -12.22048 9.06511
H 22.39761 -13.85659 8.45409
H 21.61231 -11.97511 7.06891
H 20.09882 -12.62222 7.90044
H 21.04228 -11.14889 8.44304
H 24.26564 -15.50261 10.41026
H 23.77894 -16.84817 11.36765
H 24.33489 -17.60293 9.00600
H 22.60125 -17.90502 9.41196
H 23.11417 -16.50695 8.36786
Cl 20.70590 -18.71098 11.28251
C 20.74606 -18.75896 13.16040
C 21.05246 -20.18221 13.66089
Cl 19.64804 -21.26406 13.30170
H 19.80434 -18.43457 13.51547
H 21.56204 -18.13067 13.46176
H 21.23121 -20.15239 14.73933
H 21.94159 -20.65662 13.14164
Cl 25.31646 -9.07420 11.45469
C 24.30563 -10.61798 11.42979
C 22.88042 -10.27156 11.08108
Cl 22.77573 -9.53006 9.45170
H 24.35796 -11.04493 12.41612
H 24.76658 -11.32840 10.68673
H 22.42669 -9.52189 11.73677
H 22.31073 -11.20369 11.09947
C 17.72436 -10.42814 10.02562
Br 19.08774 -9.18379 10.56412
Br 18.23110 -12.22755 10.38548
Br 17.38526 -10.25905 8.13268
H 16.80970 -10.14293 10.54237
C 23.94340 -18.40547 16.25480
Br 24.23480 -18.08334 14.21736
Br 22.11494 -17.97075 16.78278
Br 25.36692 -17.78336 17.39069
H 24.20170 -19.48250 16.18890
C 15.33429 -14.71535 13.63386
Br 16.24270 -14.93225 15.32228
Br 16.06858 -15.54245 12.06166
Br 15.11133 -12.75360 13.31292
H 14.37893 -15.10428 13.79205
C 24.97500 -21.73535 10.70254
Br 26.67479 -22.69570 11.03528
Br 25.03878 -19.89460 11.18783
Br 23.58834 -22.58351 11.65845
H 24.64091 -21.75711 9.62503
C 21.37015 -13.60772 3.01453
Br 21.51759 -15.53857 3.31435
Br 20.01546 -12.83803 4.04271
Br 21.21797 -13.15833 1.13319
H 22.36607 -13.20082 3.31417
```

Molar mass: 2372.36 g mol⁻¹
Spin multiplicity: 1

Mulliken population analysis, charges in e, atoms 1 to 4: number 1, C, carries -1.074; number 2, C, carries 0.109; number 3, O, carries 0.450; number 4, P, carries 0.338

2.
Molecular formula: C39H90Br3F6N8O10
Method: DFT, ωB97M-V with the def2-TZVPD basis set

```
156
Properties=species:S:1:pos:R:3
C 1.30310 0.03656 2.19622
C 1.55096 0.68973 0.76087
N 0.22343 1.22444 0.41553
C -0.26150 2.49453 0.70792
C -1.52448 2.58186 0.25061
N -1.87963 1.35664 -0.24724
C -0.79581 0.54964 -0.18024
C -3.13846 0.98432 -0.87231
H 0.78374 0.71725 2.87079
H 2.23507 -0.24306 2.68749
H 0.67675 -0.84719 2.07470
H 1.92867 -0.03759 0.04224
H 2.22865 1.54330 0.74463
H 0.26202 3.21449 1.31945
H -2.25843 3.37408 0.26094
H -0.89228 -0.48959 -0.45789
H -2.89727 0.14845 -1.52901
H -3.65060 1.83239 -1.32683
H -3.87936 0.60932 -0.16624
C -0.81666 -1.33998 -4.13527
O 0.30640 -2.05414 -4.71371
O -0.99839 -1.91906 -2.85502
C -0.55626 0.23354 -4.27880
F -0.32267 0.81016 -5.44420
F -1.46489 0.95589 -3.67025
F 0.56757 0.60901 -3.57668
C 0.01811 -2.76513 -5.95538
C 1.20542 -3.67524 -6.26323
H 1.27875 -4.50052 -5.55497
H 1.03087 -4.15846 -7.22454
H 2.15940 -3.14832 -6.24398
H -0.12605 -2.10248 -6.80873
H -0.84958 -3.42345 -5.99817
H -1.70928 -1.45144 -4.75084
C -2.31997 -2.40841 1.80950
O -2.09549 -1.05781 2.13458
O -1.69899 -2.60686 0.51935
C -1.92195 -3.37158 3.02290
F -0.80442 -3.01048 3.69741
F -2.84592 -3.44009 3.94345
F -1.69392 -4.64074 2.62378
C -2.89855 -0.34993 3.08340
C -2.17519 0.82200 3.58755
H -1.70176 1.38346 2.78212
H -2.83554 1.50909 4.11665
H -1.38753 0.51921 4.27748
H -3.30454 -0.84950 3.96302
H -3.77409 0.06813 2.58668
H -3.39533 -2.50705 1.66128
C 0.26617 5.53377 3.07044
Br -1.51783 4.67047 3.01011
Br 0.90029 6.03536 1.21027
Br 1.58007 4.32520 3.99107
H 0.07092 6.45477 3.61974
C 3.91202 4.41015 1.33519
C 4.70581 4.02451 0.07576
C 3.79763 4.12309 -1.20074
O 2.74226 3.19971 -1.20524
C 1.82927 3.28648 -2.30035
N 5.82017 4.95953 -0.05364
H 4.44433 4.16360 2.25386
H 2.97310 3.86007 1.27255
H 3.66271 5.44921 1.55040
H 4.97497 2.96954 0.12752
H 4.55463 3.89130 -1.94996
H 3.46457 5.15046 -1.34803
H 2.22246 2.97331 -3.26753
H 1.42918 4.29821 -2.36680
H 1.01301 2.62918 -2.00073
H 6.35620 5.05504 0.79703
H 5.47468 5.90088 -0.17440
C -5.82685 3.86952 0.18562
C -5.11286 3.77143 1.50272
C -5.73100 4.38403 2.82673
O -5.62343 5.85503 2.93692
C -5.98980 6.41690 4.19264
N -4.66510 2.38788 1.66957
H -5.23423 3.33108 -0.55396
H -5.93924 4.86412 -0.24593
H -6.72099 3.25662 0.07181
H -4.18441 4.33360 1.40256
H -5.38273 3.87191 3.72370
H -6.78913 4.14240 2.72629
H -5.18424 6.15539 4.87878
H -6.96718 6.00761 4.44819
H -6.13667 7.49250 4.29064
H -4.09071 2.50320 2.49229
H -5.46595 1.90035 2.04513
C 2.91723 -2.74746 4.20834
C 2.47802 -2.40176 5.59579
C 2.02638 -0.91623 5.69434
O 3.07380 0.00322 5.27956
C 2.55088 1.35869 5.56233
N 1.38412 -3.25871 5.87524
H 3.74140 -2.07996 3.95680
H 2.08544 -2.67427 3.50773
H 3.45880 -3.68696 4.09813
H 3.28190 -2.63882 6.29272
H 1.62659 -0.80188 6.70192
H 1.14584 -0.75456 5.07256
H 1.66290 1.61514 4.98456
H 3.27426 2.09866 5.21991
H 2.48113 1.45394 6.64592
H 1.72979 -4.20125 5.76462
H 0.79964 -3.20639 5.05320
C 1.12827 -4.75855 0.98484
C 1.56438 -3.58161 0.15843
C 3.10866 -3.42590 0.06315
O 3.64549 -3.14832 1.36787
C 5.05455 -3.15613 1.30929
N 0.83640 -3.47984 -1.10052
H 1.25220 -4.58004 2.05295
H 1.73277 -5.63192 0.74008
H 0.06705 -4.96651 0.84818
H 1.25380 -2.75360 0.79564
H 3.29048 -2.60008 -0.62464
H 3.55870 -4.30284 -0.40219
H 5.48619 -2.87581 2.27012
H 5.61702 -2.50929 0.63600
H 5.42540 -4.17277 1.17887
H 1.00754 -4.40009 -1.47993
H 1.31803 -2.90862 -1.78012
C -4.01900 -4.12942 -3.98327
C -4.12722 -2.92831 -3.05448
C -5.58618 -2.53345 -2.74065
O -5.39353 -1.31094 -2.03297
C -6.55051 -0.57004 -1.60015
N -3.55488 -3.36104 -1.77588
H -4.47573 -5.03032 -3.57354
H -2.95885 -4.27053 -4.19371
H -4.50295 -3.87193 -4.92539
H -3.59600 -2.08120 -3.48844
H -6.10586 -3.27169 -2.12988
H -6.13265 -2.45758 -3.68070
H -7.03168 -1.07321 -0.76146
H -7.35297 -0.43752 -2.32583
H -6.31923 0.38445 -1.12734
H -4.03146 -4.19120 -1.45370
H -3.91137 -2.68373 -1.11688
C 3.90235 -0.01967 -2.46001
C 3.88740 -0.65745 -3.78930
C 5.31019 -1.07546 -4.17791
O 5.43725 -1.78050 -5.45543
C 5.62849 -0.93642 -6.53652
N 3.01436 -1.85819 -3.72228
H 4.35266 -0.68641 -1.72463
H 2.93881 0.32018 -2.08028
H 4.45049 0.91525 -2.57650
H 3.45818 0.00165 -4.54393
H 5.54469 -1.85137 -3.44915
H 6.04056 -0.27099 -4.09136
H 4.74521 -0.30493 -6.63214
H 5.62886 -1.49565 -7.47214
H 6.56047 -0.38012 -6.43638
H 2.03725 -1.60699 -3.67473
H 3.13154 -2.18150 -4.67194
```

Charge: -1
Molar mass: 1184.89 g mol⁻¹
Spin multiplicity: 1

Mulliken population analysis, charges in e, atoms 1 to 4: number 1, C, carries 0.011; number 2, C, carries 0.160; number 3, N, carries 1.667; number 4, C, carries 0.230

3.
Molecular formula: C39H91BN3O28PS10
Method: DFT, ωB97M-V with the def2-TZVPD basis set

```
173
Properties=species:S:1:pos:R:3
C 0.56793 -4.68860 5.32476
C 0.66404 -3.41758 4.47518
P 1.64165 -3.64899 2.94073
C 1.67375 -1.97215 2.17593
C 0.62444 -4.66928 1.81870
C -0.81207 -4.68906 1.86556
C -1.55911 -5.49523 1.08267
C -3.05982 -5.60829 1.10101
C -3.81929 -4.37615 1.54360
N -3.57854 -3.96642 2.94891
C -0.84550 -6.33037 0.16869
N -1.38968 -7.19223 -0.69733
S -0.20607 -7.91236 -1.50438
N 1.07108 -7.17053 -0.81813
C 0.58839 -6.32501 0.08777
C 1.31950 -5.45448 0.96767
B 2.91395 -5.47308 0.93383
C 3.67722 -6.69230 1.56834
O 3.53000 -4.44199 0.28188
H 1.38196 -5.37907 5.12261
H -0.39470 -5.17539 5.21220
H 0.65187 -4.39823 6.36949
H -0.31642 -2.97389 4.29686
H 1.20924 -2.66998 5.04972
H 2.46749 -1.99757 1.43759
H 0.73699 -1.66654 1.71908
H 1.97893 -1.28190 2.95980
H -1.30112 -4.05173 2.58675
H -3.37123 -5.80218 0.07478
H -3.34600 -6.49469 1.66444
H -4.87640 -4.61590 1.44994
H -3.64593 -3.57256 0.83707
H -4.45440 -3.82571 3.43575
H -3.14080 -3.05114 2.94080
H 3.29562 -7.60099 1.10428
H 4.75645 -6.62665 1.45599
H 3.41925 -6.76253 2.62353
H 4.48599 -4.46018 0.40701
O 7.01275 -8.08831 1.34098
S 7.93386 -9.18142 1.38935
O 8.10082 -9.93316 2.59256
O 9.35609 -8.67139 0.88930
C 9.90353 -7.49373 1.51534
C 10.49422 -7.78740 2.88009
C 7.61092 -10.28604 0.05818
H 9.13871 -6.71750 1.56898
H 10.67929 -7.14376 0.83688
H 9.72055 -8.06036 3.59667
H 11.01474 -6.90715 3.25803
H 11.19765 -8.61795 2.82244
H 7.52802 -9.71341 -0.86131
H 6.67196 -10.78844 0.27950
H 8.42030 -11.00876 -0.00052
O -6.07528 -5.42566 -2.66342
S -5.22539 -4.28842 -2.49009
O -5.02741 -3.72336 -1.18577
O -5.67615 -3.13630 -3.48594
C -7.05694 -2.72370 -3.47202
C -7.37146 -1.81092 -2.30249
C -3.65216 -4.60210 -3.20614
H -7.70365 -3.60266 -3.48273
H -7.20550 -2.19432 -4.41117
H -7.30792 -2.34569 -1.35491
H -8.38125 -1.41207 -2.40203
H -6.66527 -0.98033 -2.26214
H -3.78999 -4.98160 -4.21264
H -3.15329 -5.34377 -2.58212
H -3.08351 -3.67659 -3.21923
O 1.53319 1.38509 0.96371
S 2.35773 1.34348 -0.20533
O 3.77757 1.47738 -0.09541
O 1.81942 2.40310 -1.25681
C 1.59728 3.75429 -0.80091
C 2.87605 4.54985 -0.64148
C 1.98713 -0.10234 -1.13902
H 1.02624 3.73543 0.12874
H 0.96616 4.21058 -1.55949
H 3.48305 4.16568 0.17842
H 2.63569 5.59262 -0.43346
H 3.48119 4.50218 -1.54699
H 0.90855 -0.17503 -1.25568
H 2.36798 -0.95592 -0.58260
H 2.48326 -0.03089 -2.10334
O -2.11335 1.07396 -1.59782
S -3.34157 0.77343 -0.93062
O -4.58742 1.07158 -1.56854
O -3.31740 1.44066 0.51115
C -2.97727 2.84197 0.58731
C -4.13097 3.73920 0.18671
C -3.35142 -0.90705 -0.42267
H -2.09146 3.03811 -0.01870
H -2.70866 3.01402 1.62787
H -4.35825 3.64104 -0.87422
H -3.87758 4.78080 0.38611
H -5.03147 3.47888 0.74374
H -2.42727 -1.13156 0.10502
H -3.43216 -1.51452 -1.32160
H -4.21630 -1.07491 0.21394
O 2.34363 7.95405 -1.62716
S 2.93802 9.15652 -1.12928
O 2.79595 9.51897 0.24728
O 2.48388 10.37258 -2.04520
C 1.06860 10.57526 -2.25976
C 0.40215 11.27986 -1.09394
C 4.64536 9.19389 -1.55354
H 0.59112 9.62008 -2.48506
H 1.00148 11.19330 -3.15269
H 0.38442 10.65635 -0.20304
H -0.62654 11.53321 -1.34907
H 0.94083 12.19270 -0.84008
H 4.74913 8.96214 -2.60985
H 5.14421 8.44063 -0.94748
H 5.03968 10.18086 -1.32757
O -1.44740 9.80023 2.61982
S -1.83362 8.82752 1.64474
O -2.60440 9.22222 0.50364
O -2.58303 7.63451 2.38723
C -3.67476 7.97031 3.26386
C -4.94842 8.28471 2.50387
C -0.43017 7.91999 1.10707
H -3.38296 8.79548 3.91533
H -3.81876 7.09237 3.89100
H -4.85148 9.20739 1.93292
H -5.77997 8.39900 3.19993
H -5.18158 7.48484 1.80061
H 0.12965 7.58409 1.97551
H 0.17950 8.58742 0.50436
H -0.76569 7.07698 0.50738
O -1.15012 5.99122 -5.09443
S -2.22236 5.48625 -4.29321
O -1.96741 5.00910 -2.96801
O -2.98905 4.36526 -5.11732
C -2.20928 3.29460 -5.68999
C -1.81164 2.26552 -4.65225
C -3.53023 6.66132 -4.23905
H -1.33967 3.70761 -6.20424
H -2.85192 2.84379 -6.44415
H -1.10713 2.67711 -3.93270
H -1.34328 1.40376 -5.13081
H -2.68331 1.92759 -4.09349
H -3.74856 6.98924 -5.25152
H -3.18727 7.49768 -3.63339
H -4.39895 6.19564 -3.78108
O 3.99528 -1.81465 8.79252
S 2.70678 -1.21522 8.94986
O 1.56985 -1.73934 8.25815
O 2.82309 0.34091 8.64540
C 3.43408 0.73447 7.39818
C 2.49523 0.57515 6.21848
C 2.32315 -1.08270 10.66233
H 4.35936 0.17563 7.25118
H 3.70016 1.78158 7.52857
H 2.28272 -0.47526 6.02099
H 2.94338 1.00696 5.32323
H 1.54514 1.07216 6.41415
H 3.17087 -0.64089 11.17839
H 2.13732 -2.08995 11.02819
H 1.43234 -0.47064 10.77515
O -3.83922 -1.61233 -7.25087
S -2.97816 -2.75219 -7.19778
O -2.82665 -3.48457 -5.97771
O -1.54059 -2.33289 -7.73002
C -0.92196 -1.16798 -7.14405
C -0.33088 -1.45077 -5.77673
C -3.38721 -3.86982 -8.49327
H -1.64373 -0.35031 -7.10603
H -0.13722 -0.88119 -7.84123
H -1.10979 -1.65781 -5.04325
H 0.24095 -0.58835 -5.43223
H 0.32634 -2.31961 -5.81510
H -3.45755 -3.31532 -9.42473
H -4.34729 -4.31531 -8.24190
H -2.61935 -4.63683 -8.54970
```

Molar mass: 1412.61 g mol⁻¹
Spin multiplicity: 1

Mulliken population analysis, charges in e, atoms 1 to 4: number 1, C, carries -1.286; number 2, C, carries 0.296; number 3, P, carries -0.015; number 4, C, carries -0.844

no.,Kohn-Sham gap (eV),E_tot (hartree)
1,9.15,-45201.779829
2,4.07,-11051.334114
3,7.72,-8159.654870